Record 1
Molecular formula: C21H35FP2Pt
Method: DFT, ωB97M-V/def2-TZVPD

XYZ file:
```
60
Properties=species:S:1:pos:R:3:forces:R:3:lowdin_charge:R:1
P 0.42048 -3.13105 0.76372 0.77 -0.92 -0.62 0.761
P -0.17467 2.57899 1.30436 0.96 -0.95 -1.81 0.957
C 0.36996 0.20991 -0.37050 0.87 0.92 -1.12 -0.381
C 0.60728 1.65810 -0.03835 -0.24 0.24 -0.51 -0.371
H -0.51408 0.06044 -1.03883 -0.23 -0.37 0.55 0.035
H 1.21911 -0.20994 -0.93578 -0.26 0.27 0.28 0.063
H 1.67284 1.79893 0.12716 0.01 0.17 -0.32 0.099
H 0.22120 2.29283 -0.84189 0.69 0.08 -0.33 0.067
C -1.82000 3.02523 0.77804 -0.41 0.45 -0.23 -0.161
H -2.33941 3.61490 1.54575 0.05 -0.27 -0.17 0.085
H -2.36901 2.09339 0.56569 0.11 0.37 0.13 0.074
H -1.77661 3.62857 -0.14092 0.06 -0.14 0.25 0.080
C 1.08259 3.90028 1.28553 0.29 0.58 0.65 -0.138
H 0.91701 4.57741 0.43077 -0.28 -0.31 0.27 0.087
H 2.08207 3.44758 1.12658 -0.68 0.22 0.35 0.074
H 1.09732 4.49397 2.20493 -0.03 -0.05 -0.17 0.074
C -0.99509 -4.01840 0.04255 0.12 0.02 0.16 -0.247
H -1.33535 -4.76661 0.77182 -0.04 0.22 -0.25 0.067
H -0.67653 -4.50472 -0.87125 0.01 -0.24 -0.19 0.056
H -1.77685 -3.28794 -0.18516 -0.01 -0.32 0.20 0.036
C 2.10390 -3.43838 0.12145 0.17 -0.16 -0.13 -0.252
H 2.64833 -2.48254 0.01804 -0.24 -0.47 0.14 0.055
H 2.03294 -3.91848 -0.85928 0.18 -0.12 0.21 0.042
H 2.63247 -4.11649 0.82164 -0.23 0.44 -0.39 0.067
Pt -0.09761 -1.05626 1.06489 -0.90 0.03 2.86 0.859
C 0.48361 0.99788 -2.80705 -0.87 1.32 -0.41 -0.086
C -0.88531 0.96177 -2.61555 1.02 0.72 -0.86 -0.085
C -1.84852 0.18106 -3.44493 -0.79 -0.33 0.53 -0.152
C -1.54286 -1.31904 -3.62929 -0.39 0.22 -0.36 -0.150
C -0.67411 -1.93064 -2.57065 0.65 -1.16 -0.64 -0.112
C 0.66785 -1.90941 -2.56088 -0.53 -0.69 -1.09 -0.121
C 1.54664 -1.17856 -3.55539 0.99 -0.45 0.11 -0.151
C 1.27530 0.30601 -3.84836 0.25 0.23 -0.23 -0.147
C -0.01366 -2.32786 2.89421 -0.06 0.39 0.71 -0.274
H 1.12063 1.72514 -2.28659 -0.73 -0.39 -0.02 0.112
H -1.39182 1.64593 -1.91392 0.63 -0.15 -0.30 0.113
H -2.01445 0.66692 -4.41516 0.18 0.00 0.12 0.140
H -2.81618 0.21839 -2.93347 0.07 0.28 -0.10 0.117
H -2.51067 -1.85092 -3.61916 0.44 0.24 -0.11 0.126
H -1.14210 -1.46167 -4.63667 0.30 -0.20 0.19 0.124
H -1.18590 -2.69126 -1.97977 0.26 0.51 0.11 0.068
H 1.21800 -2.65140 -1.97108 -0.44 0.63 -0.03 0.061
H 1.64080 -1.70091 -4.52524 -0.46 -0.07 0.41 0.137
H 2.57721 -1.24556 -3.17642 -0.23 0.06 0.06 0.114
H 2.25690 0.82409 -3.86876 -0.63 -0.34 -0.36 0.132
H 0.79503 0.44014 -4.82475 0.03 -0.10 0.11 0.134
H 0.64363 -1.79725 3.60483 -0.18 -0.01 -0.42 0.026
H 0.41345 -3.35356 2.80612 -0.22 0.47 0.61 -0.017
H -1.01683 -2.45017 3.32127 0.06 0.18 -0.27 0.027
F -0.40733 2.30954 6.47149 0.20 -0.74 -1.86 0.082
C -0.31550 1.89822 5.16036 -0.08 0.49 2.05 -0.218
C 0.93052 1.79136 4.55349 0.57 -0.20 -1.30 0.028
C 1.01250 1.42251 3.21590 1.94 -0.63 2.34 -0.137
C -0.16885 1.14051 2.44527 0.00 1.56 -0.11 -0.380
C -1.42139 1.22095 3.13128 -2.05 -0.88 2.39 -0.144
C -1.47975 1.56064 4.47957 -0.98 -0.40 -1.62 0.035
H 1.82101 1.98710 5.13177 0.10 0.18 -0.05 0.139
H 1.98696 1.44557 2.72701 -0.17 -0.34 0.21 0.119
H -2.34707 1.12099 2.55893 0.25 -0.38 0.47 0.108
H -2.44004 1.55371 4.99061 0.17 0.29 -0.09 0.143
```
Positions in Å, forces in eV/Å.

Values from the calculation:
LUMO level (spin up / spin down) = -5.799 / -9.729 eV
⟨S²⟩ = 6.053
multiplicity = 5
orbital gap (spin up / spin down) = 6.327 / 4.908 eV
charge = +2
E_HOMO (spin up / spin down) = -12.13 / -14.64 eV

---

Record 2
Molecular formula: C21H35GaN5
Method: DFT, ωB97M-V/def2-TZVPD

XYZ file:
```
62
Properties=species:S:1:pos:R:3:forces:R:3:lowdin_charge:R:1
Ga -1.36138 0.69264 -1.58104 0.13 -0.13 0.14 0.241
C -3.40570 0.78676 -1.58646 1.36 0.02 -0.14 -0.327
C -4.07617 1.96488 -1.79662 0.37 0.55 -0.11 -0.167
C -5.44847 1.99236 -1.74881 0.20 0.81 -0.24 -0.136
C -6.09742 0.82780 -1.49365 -1.64 -0.34 0.15 -0.220
N -5.52127 -0.34835 -1.29788 -0.01 -0.15 0.11 0.041
C -4.19636 -0.31821 -1.35181 0.37 -0.96 0.22 -0.222
H -0.71475 2.13305 -1.82768 -0.26 0.05 -0.09 -0.144
H -0.78607 -0.42422 -2.59138 -0.07 0.17 -0.08 -0.140
H -0.93598 0.22209 -0.08081 0.00 0.02 0.10 -0.128
H -3.51404 2.86868 -1.98509 0.03 0.23 -0.05 0.082
H -5.97243 2.91911 -1.88662 -0.29 0.06 -0.05 0.053
H -7.18212 0.86007 -1.42648 -0.11 -0.20 -0.03 0.086
H -3.68675 -1.26058 -1.17731 -0.14 -0.24 -0.01 0.077
C 2.70207 -0.10720 -3.75731 -0.03 0.09 -0.02 -0.106
C 3.46928 1.06389 -4.36549 -0.03 -0.33 -0.03 -0.270
C 3.92493 2.08339 -3.31560 -0.25 -0.12 -0.17 -0.203
C 2.76533 2.64521 -2.61690 -0.33 0.33 0.30 -0.237
N 1.83697 3.08678 -2.09594 0.66 -0.03 -0.21 0.159
H 1.78116 0.22104 -3.27151 0.01 -0.02 0.02 0.050
H 2.42144 -0.82206 -4.53082 0.00 -0.02 0.02 0.072
H 3.31126 -0.63165 -3.01685 0.00 -0.01 0.01 0.072
H 2.83810 1.55941 -5.10563 0.04 0.08 0.03 0.110
H 4.34868 0.68651 -4.89465 0.05 0.10 0.01 0.099
H 4.47811 2.89686 -3.78678 0.01 0.04 0.06 0.108
H 4.58092 1.60922 -2.58356 0.00 0.00 0.02 0.112
C -3.72981 3.04810 2.06925 0.02 0.06 -0.02 -0.093
C -3.80122 4.54478 2.36106 0.14 -0.29 0.08 -0.263
C -5.15789 5.15754 1.99147 0.34 -0.02 -0.08 -0.193
C -5.41594 4.98431 0.56017 -0.35 -0.12 -0.46 -0.210
N -5.62225 4.80365 -0.55859 0.11 0.46 0.59 0.173
H -3.84830 2.83796 1.00485 -0.02 -0.01 0.02 0.064
H -2.76291 2.64667 2.37104 -0.01 -0.02 -0.02 0.076
H -4.50683 2.50568 2.61288 -0.01 -0.01 -0.01 0.078
H -3.00792 5.05491 1.81134 -0.05 0.07 0.00 0.112
H -3.61630 4.71657 3.42431 -0.06 0.10 -0.01 0.101
H -5.17420 6.22298 2.22422 -0.06 0.02 -0.02 0.110
H -5.96026 4.67706 2.55334 -0.03 -0.02 -0.04 0.117
C 0.95616 -4.29353 1.60526 0.13 0.02 -0.03 -0.117
C 0.70933 -2.79459 1.73855 0.06 -0.23 0.10 -0.276
C -0.68968 -2.37480 1.28151 0.22 -0.01 -0.02 -0.207
C -0.89356 -2.70302 -0.13108 -0.26 0.02 -0.22 -0.280
N -1.04774 -2.98067 -1.23665 0.09 -0.20 0.33 0.152
H 0.89252 -4.61648 0.56459 -0.09 0.02 0.00 0.067
H 1.95385 -4.54998 1.96867 -0.03 -0.02 0.06 0.047
H 0.22870 -4.86452 2.18640 0.00 -0.02 -0.01 0.073
H 1.45892 -2.25456 1.15519 -0.07 0.10 0.00 0.105
H 0.84479 -2.50372 2.78109 -0.02 0.08 -0.02 0.086
H -0.82274 -1.29991 1.40250 -0.07 0.03 -0.15 0.063
H -1.45480 -2.88149 1.87387 -0.01 -0.05 -0.03 0.117
C 6.23600 -4.44982 2.60925 -0.01 -0.03 -0.03 -0.113
C 5.54356 -3.61081 1.54103 0.14 -0.20 0.06 -0.261
C 5.06316 -2.25406 2.06649 -0.08 -0.25 -0.04 -0.184
C 4.09177 -2.43202 3.15073 -0.41 0.17 0.34 -0.232
N 3.31261 -2.57221 3.98808 0.47 -0.01 -0.35 0.162
H 5.55698 -4.69264 3.42773 -0.01 0.06 0.01 0.070
H 6.58668 -5.39148 2.18607 0.03 0.01 0.00 0.070
H 7.09838 -3.92370 3.02437 0.00 -0.01 0.02 0.074
H 4.69447 -4.16799 1.14092 -0.03 0.08 -0.04 0.107
H 6.23414 -3.44152 0.71279 -0.06 0.08 -0.03 0.107
H 4.58755 -1.68529 1.26706 -0.04 0.06 0.05 0.118
H 5.90343 -1.66885 2.44296 -0.01 0.02 0.03 0.117
```
Positions in Å, forces in eV/Å.

Values from the calculation:
LUMO level = 2.159 eV
orbital gap = 6.802 eV
charge = -1
E_HOMO = -4.64 eV

---

Record 3
Molecular formula: C21H35GeN3O4Se4SiTe2W
Method: DFT, ωB97M-V/def2-TZVPD

XYZ file:
```
72
Properties=species:S:1:pos:R:3:forces:R:3:lowdin_charge:R:1
W -1.70886 -0.46418 0.14069 -0.35 0.73 0.30 0.491
O -6.51679 1.81109 2.88875 -0.01 -0.05 -0.11 0.144
C -5.43473 2.30760 3.46192 0.00 0.04 0.04 -0.494
O -5.47973 3.03572 4.42027 0.00 -0.04 -0.02 0.112
C -4.11334 1.92418 2.88420 0.18 0.05 -0.08 -0.020
C -2.91369 2.25317 3.48105 0.00 0.02 0.10 0.035
N -1.93008 1.73327 2.72965 0.04 0.10 -0.13 0.053
N -2.41681 1.12248 1.65387 -0.15 -0.59 0.06 -0.142
C -3.73170 1.21270 1.73211 -0.01 0.12 0.27 -0.167
C -4.48556 0.43366 0.72691 -0.07 -0.18 0.19 -0.571
O -5.68791 0.28895 0.82790 -0.04 0.11 -0.34 0.095
O -3.72523 -0.09090 -0.19319 0.44 -0.42 0.21 -0.402
H -6.30012 1.22247 2.11997 0.00 0.03 0.05 0.077
H -2.72306 2.81293 4.38087 -0.01 0.01 -0.01 0.147
H -0.93104 1.78591 2.85321 0.00 -0.03 0.01 0.119
Se -2.56360 -2.13006 2.01427 -0.01 0.06 -0.19 -0.132
Te -4.59291 -3.34883 1.12246 0.06 0.11 0.03 0.243
Te -4.12049 -3.06234 -1.56741 0.00 -0.07 0.05 0.283
Se -1.70408 -2.35390 -1.40902 -0.12 0.42 -0.14 -0.003
C 0.92782 -1.89933 4.57355 0.08 0.06 0.00 -0.209
Si 1.62585 -0.60901 3.43572 -0.36 0.00 0.03 0.268
C 1.47669 1.13960 4.06999 0.06 -0.07 0.00 -0.216
C 3.30125 -1.00439 2.73783 -0.06 0.05 0.02 -0.205
Se 0.24674 -0.68985 1.55476 0.32 0.14 -0.45 0.391
H 1.53652 -2.00043 5.47556 0.01 0.00 0.00 0.041
H 0.89063 -2.86707 4.07172 0.01 0.00 0.00 0.042
H -0.08979 -1.63636 4.86477 0.00 0.00 0.01 0.036
H 2.18723 1.32429 4.87923 0.00 -0.01 0.01 0.043
H 0.47519 1.31673 4.46713 0.02 -0.01 0.04 0.022
H 1.68477 1.85752 3.27441 0.00 0.01 0.00 0.037
H 4.05987 -0.98933 3.52468 -0.01 0.00 0.02 0.043
H 3.58328 -0.27648 1.97485 0.00 -0.01 0.00 0.026
H 3.30056 -1.99421 2.27911 -0.01 0.00 0.00 0.038
C 5.47344 0.41272 -2.26871 0.01 0.00 0.00 -0.111
C 4.25283 0.45003 -1.35801 0.02 0.00 -0.03 -0.284
C 3.08222 1.19311 -1.99371 0.02 0.01 0.01 -0.286
C 1.81505 1.25075 -1.12739 -0.22 0.13 0.04 -0.373
Ge 0.58526 -0.24966 -1.50697 0.20 -0.65 0.07 0.528
C 1.61744 -1.94038 -1.29587 -0.03 0.01 0.12 -0.436
C 2.19552 -2.43181 -2.62057 0.00 0.00 -0.02 -0.299
C 2.89579 -3.78649 -2.50899 0.02 0.01 0.01 -0.262
C 4.09370 -3.76809 -1.56538 0.01 0.00 0.00 -0.109
H 6.30388 -0.12370 -1.80798 0.00 0.00 0.01 0.070
H 5.81789 1.42093 -2.50760 -0.01 0.00 0.00 0.073
H 5.23745 -0.08578 -3.21163 0.00 -0.01 0.00 0.072
H 4.50981 0.94301 -0.41401 0.00 -0.01 0.01 0.107
H 3.96333 -0.57165 -1.10520 -0.02 0.00 0.01 0.073
H 2.86036 0.75296 -2.97300 0.01 -0.01 0.00 0.098
H 3.41137 2.21535 -2.20636 -0.01 0.00 -0.01 0.111
H 1.26577 2.16759 -1.34005 0.01 0.00 0.02 0.017
H 2.06645 1.27082 -0.06319 0.02 -0.06 -0.01 0.042
H 0.22463 -0.19274 -3.00671 -0.14 0.05 0.03 -0.013
H 0.99591 -2.72078 -0.84873 -0.04 0.03 -0.03 0.019
H 2.40596 -1.74119 -0.56891 0.00 0.00 0.01 0.026
H 2.90970 -1.69857 -3.01487 -0.01 0.02 0.00 0.095
H 1.39476 -2.49950 -3.36300 0.01 -0.02 0.00 0.097
H 3.22477 -4.09969 -3.50333 -0.01 0.01 -0.01 0.105
H 2.17137 -4.53413 -2.17150 0.01 -0.01 0.00 0.108
H 4.78293 -2.96061 -1.82838 0.00 -0.01 -0.01 0.067
H 4.64927 -4.70536 -1.60944 -0.01 -0.01 0.01 0.069
H 3.78689 -3.61748 -0.52877 0.00 0.01 0.00 0.062
Se -1.53402 1.75608 -1.19542 0.43 0.13 -0.15 0.752
C -3.01821 2.17741 -2.32286 -0.34 -0.28 0.24 -0.562
C -4.02195 1.28616 -2.67357 0.06 -0.05 -0.17 -0.093
C -5.01829 1.73002 -3.53195 0.06 0.00 0.02 -0.133
N -5.07252 2.95746 -4.04076 -0.03 0.05 -0.02 0.056
C -4.09984 3.79601 -3.69389 0.00 0.01 -0.01 -0.153
C -3.05664 3.46409 -2.84427 0.02 -0.01 0.02 -0.126
H -4.03593 0.27519 -2.29302 -0.06 0.07 -0.12 0.065
H -5.81619 1.05482 -3.82097 0.00 0.00 0.00 0.109
H -4.15263 4.79438 -4.11436 0.00 0.00 -0.01 0.104
H -2.29441 4.19317 -2.60251 -0.01 0.00 0.01 0.094
```
Positions in Å, forces in eV/Å.

Values from the calculation:
LUMO level (spin up / spin down) = -2.407 / -2.420 eV
orbital gap (spin up / spin down) = 4.694 / 4.686 eV
charge = 0
E_HOMO (spin up / spin down) = -7.10 / -7.11 eV

---

The calculation returns the following E values, one per record and in order: -1722.092166 -3019.692076 -13861.811085 a.u..
The calculation returns the following relative energy (zero: lowest compared OMol25 entry of this formula, charge and spin) values, one per record and in order: 65.6 8.6 31.9 kcal/mol.